[1]
{"formula": "C4H13O3PSi", "method": "ωB97M-V/def2-TZVPD", "elements": ["C", "C", "C", "C", "O", "O", "O", "Si", "P", "H", "H", "H", "H", "H", "H", "H", "H", "H", "H", "H", "H", "H"], "xyz": [[0.9249, 2.3260, -1.4172], [0.9858, 0.1680, 2.7711], [1.2668, -2.4049, -0.8867], [-2.6730, -0.3708, 0.3249], [1.4241, 1.0034, -1.1375], [1.3572, 0.6937, 1.5301], [1.5636, -1.3924, 0.0377], [0.9436, 0.0545, 0.1261], [-3.3958, 0.1561, -1.2055], [0.9461, 3.0235, -0.5353], [-0.1390, 2.3106, -1.6992], [1.5736, 2.7028, -2.1668], [0.0287, -0.4589, 2.6462], [0.7865, 0.8723, 3.5893], [1.8685, -0.3874, 3.0935], [0.0970, -2.3067, -1.2017], [1.3254, -3.3658, -0.3713], [1.8413, -2.3575, -1.8019], [-3.1011, -0.2586, 1.3953], [-2.2574, -1.4307, 0.1219], [-2.2330, -0.0591, -1.9992], [-3.1339, 1.4820, -1.2137]], "forces_ev_per_angstrom": [[-0.6, -0.1, 1.7], [-0.9, -1.5, 0.5], [-3.6, -0.1, -0.3], [0.5, -2.2, 1.4], [-0.3, 0.2, 0.5], [0.3, 1.7, 0.6], [1.3, -1.6, -0.2], [-1.9, 1.6, -1.1], [0.0, -0.9, -0.3], [0.4, -0.8, -0.5], [0.4, -0.2, -0.4], [0.2, 0.5, -0.8], [1.5, 0.5, 0.4], [0.0, 0.5, -0.8], [-0.5, -0.6, 0.3], [2.6, -0.2, 0.5], [0.3, 0.1, -0.3], [0.4, 0.0, 0.0], [0.7, 0.1, -2.1], [-0.6, 1.7, 0.7], [-0.3, -0.2, 0.0], [0.0, 1.7, 0.2]], "orbital_gap_ev": [6.92, 7.79], "charge": 0, "energy_ev": -27665.45804, "multiplicity": 1, "relative_energy_kcal_mol": 48.9}

---

[2]
{"formula": "C7H12N2", "method": "ωB97M-V/def2-TZVPD", "elements": ["C", "C", "C", "C", "C", "C", "C", "N", "N", "H", "H", "H", "H", "H", "H", "H", "H", "H", "H", "H", "H"], "xyz": [[-0.5923, -0.5474, -2.3889], [0.3718, 0.6224, -2.3811], [-0.9364, -0.9682, -1.1784], [0.7932, 1.0511, -1.2013], [-0.1521, -0.1273, 0.0130], [1.8957, -0.1223, 1.5637], [0.7585, -0.9485, 0.9804], [-2.3553, 0.3611, 1.1449], [-0.9801, 0.7644, 0.8409], [-0.9153, -0.9248, -3.2979], [0.5909, 1.0680, -3.3195], [-1.2617, -1.9665, -0.8725], [1.3264, 1.8950, -0.7947], [2.4312, 0.2782, 0.7114], [2.5899, -0.6866, 2.1159], [1.5109, 0.5899, 2.2547], [0.1445, -1.3344, 1.8485], [1.1051, -1.9096, 0.5122], [-2.4182, 0.0872, 2.1121], [-2.9399, 1.1529, 0.9980], [-0.9667, 1.6653, 0.3387]], "forces_ev_per_angstrom": [[1.2, 1.7, 1.8], [-1.0, -0.4, 0.4], [2.5, 0.4, 2.7], [-2.5, -3.1, 2.7], [0.3, 0.5, -2.7], [-0.6, -0.3, -1.3], [-0.9, -1.4, 0.0], [1.2, -0.8, -1.0], [0.2, 1.2, -0.4], [-0.5, -0.9, -1.5], [0.4, 0.5, -0.7], [-0.7, 0.6, -0.4], [0.2, 0.0, -0.4], [0.2, 0.6, 0.2], [0.8, -1.1, 0.7], [-0.3, 1.1, 0.1], [0.1, 0.5, -0.9], [0.0, 1.0, 0.0], [0.2, 0.2, 0.3], [-0.5, 0.5, -0.1], [-0.6, -0.7, 0.7]], "orbital_gap_ev": 9.23, "charge": 0, "energy_ev": -10429.48382, "multiplicity": 1, "relative_energy_kcal_mol": 92.1}

---

[3]
{"formula": "C34H66I2N12O22S", "method": "ωB97M-V/def2-TZVPD", "elements": ["C", "C", "C", "C", "C", "C", "C", "I", "C", "C", "I", "C", "O", "N", "C", "C", "C", "C", "C", "C", "C", "C", "C", "C", "S", "C", "N", "N", "C", "O", "C", "O", "C", "C", "O", "H", "H", "H", "H", "H", "H", "H", "H", "H", "H", "H", "H", "H", "H", "H", "H", "H", "H", "H", "H", "H", "H", "H", "H", "H", "H", "H", "H", "H", "H", "H", "H", "H", "H", "H", "H", "H", "H", "H", "C", "N", "O", "O", "H", "H", "H", "C", "N", "O", "O", "H", "H", "H", "C", "N", "O", "O", "H", "H", "H", "C", "N", "O", "O", "H", "H", "H", "C", "N", "O", "O", "H", "H", "H", "C", "N", "O", "O", "H", "H", "H", "C", "N", "O", "O", "H", "H", "H", "C", "N", "O", "O", "H", "H", "H", "C", "N", "O", "O", "H", "H", "H"], "xyz": [[0.8150, -3.2010, 3.3845], [-0.0250, -3.1087, 2.0934], [0.5927, -2.1035, 1.1204], [0.0522, -1.9933, -0.3181], [-0.1704, -3.3847, -0.9225], [-1.1750, -1.0115, -0.5551], [-1.2990, -0.8724, -2.0810], [0.4085, 0.1166, -2.8699], [-2.1674, -1.2582, -3.0147], [-1.9998, -1.0505, -4.5049], [-3.9915, -2.2120, -2.6001], [-2.3531, -1.6110, 0.2646], [-2.7107, -2.7601, 0.2609], [-2.8115, -0.6666, 1.1545], [-1.6637, 0.2020, 1.5307], [-2.1026, 1.3782, 2.3854], [-1.0205, 0.4177, 0.1409], [-1.7889, 1.5198, -0.6489], [-3.2264, 1.2873, -1.1631], [-4.3440, 2.0662, -0.4530], [-5.6934, 1.3199, -0.3970], [-6.1178, 0.9717, 1.0319], [-7.5578, 0.4599, 1.1576], [-7.6881, -1.0704, 1.0820], [-8.7833, -1.7300, -0.2195], [-8.2136, -0.8249, -1.5818], [-8.7829, 0.1947, -2.1292], [-7.9878, 0.5600, -3.2127], [-7.0090, -0.2710, -3.2139], [-7.0731, -1.1834, -2.2351], [0.4324, 0.9439, 0.2637], [0.8133, 1.1413, 1.6462], [2.1293, 1.0237, 1.9070], [2.4017, 0.7109, 3.3497], [2.9701, 1.1903, 1.0668], [0.2921, -2.7477, 4.2291], [0.9948, -4.2362, 3.6739], [1.7744, -2.6850, 3.2806], [-1.0291, -2.7818, 2.3796], [-0.0930, -4.0954, 1.6379], [1.6502, -2.3817, 1.0114], [0.6043, -1.1351, 1.6169], [0.8798, -1.5749, -0.8920], [-0.8879, -3.9777, -0.3665], [0.7880, -3.9160, -0.9071], [-0.4833, -3.3254, -1.9657], [-1.9487, 0.0146, -4.7419], [-1.0778, -1.5271, -4.8518], [-2.8232, -1.4991, -5.0548], [-3.2134, -1.1712, 1.9409], [-1.0374, -0.4152, 2.1792], [-2.6331, 2.1558, 1.8490], [-2.7695, 0.9906, 3.1628], [-1.2421, 1.8100, 2.8959], [-1.7551, 2.4350, -0.0544], [-1.1730, 1.7673, -1.5185], [-3.2479, 1.5786, -2.2193], [-3.4862, 0.2319, -1.1659], [-4.5148, 2.9973, -0.9951], [-4.0667, 2.3525, 0.5590], [-5.6098, 0.3991, -0.9881], [-6.4698, 1.9523, -0.8387], [-5.4347, 0.2121, 1.4330], [-6.0157, 1.8653, 1.6561], [-7.9457, 0.7767, 2.1293], [-8.1946, 0.9246, 0.4003], [-8.1471, -1.4661, 1.9906], [-6.7112, -1.5456, 0.9698], [-6.1673, -0.3161, -3.8867], [1.1703, 0.2782, -0.1735], [0.5259, 1.9016, -0.2528], [2.6801, 1.6386, 3.8584], [1.5227, 0.3074, 3.8465], [3.2416, 0.0211, 3.4043], [1.4325, 4.4004, 1.3786], [0.0595, 4.9757, 1.2961], [-0.0770, 6.1631, 1.4911], [-0.8439, 4.2030, 1.0342], [2.1210, 5.2018, 1.6154], [1.4082, 3.6384, 2.1513], [1.6603, 3.9472, 0.4180], [-1.4272, -6.8437, 6.3143], [-0.6413, -5.6117, 6.0270], [-1.1336, -4.7753, 5.2971], [0.4550, -5.5241, 6.5414], [-2.3693, -6.7769, 5.7864], [-0.8409, -7.6923, 5.9792], [-1.5643, -6.8860, 7.3907], [3.5033, 0.5681, -5.8108], [4.1297, 1.1122, -4.5748], [3.4387, 1.2236, -3.5826], [5.3075, 1.4127, -4.6271], [2.4648, 0.3501, -5.5905], [3.6095, 1.3284, -6.5789], [4.0504, -0.3301, -6.0800], [4.3435, 1.8855, -0.5305], [4.6543, 3.1229, 0.2332], [3.7596, 3.9127, 0.4470], [5.8111, 3.2651, 0.5823], [3.2929, 1.8972, -0.7906], [4.9699, 1.8878, -1.4177], [4.5811, 1.0421, 0.1104], [7.2866, 3.7239, -2.6411], [8.7341, 4.0621, -2.7023], [9.0787, 4.9886, -3.4075], [9.4870, 3.3805, -2.0370], [6.7515, 4.4082, -3.2878], [7.1844, 2.6964, -2.9772], [6.9827, 3.8171, -1.6011], [5.9885, -1.4256, -3.5785], [4.6291, -2.0305, -3.6849], [4.1824, -2.2352, -4.7985], [4.0560, -2.2629, -2.6453], [6.3738, -1.2689, -4.5786], [5.8806, -0.4907, -3.0361], [6.6039, -2.1185, -3.0131], [-3.1500, -11.5628, 6.5528], [-2.3285, -10.3522, 6.2763], [-2.8017, -9.4902, 5.5642], [-1.2280, -10.3060, 6.7852], [-4.0941, -11.4557, 6.0336], [-2.5859, -12.4193, 6.1971], [-3.2822, -11.6208, 7.6287], [12.2991, 5.3009, -2.1113], [13.6011, 5.5999, -1.4529], [13.9054, 4.9560, -0.4706], [14.2781, 6.4775, -1.9496], [11.8076, 4.5048, -1.5678], [11.7127, 6.2141, -2.0996], [12.5138, 5.0106, -3.1348], [-5.7140, 6.5741, -2.1953], [-5.9815, 5.2148, -1.6497], [-5.7843, 5.0273, -0.4678], [-6.3725, 4.3764, -2.4353], [-5.3697, 7.2020, -1.3829], [-4.9613, 6.4659, -2.9700], [-6.6438, 6.9361, -2.6229]], "forces_ev_per_angstrom": [[-0.2, 0.1, 0.1], [0.1, 0.3, 0.3], [0.3, -0.2, 0.0], [-0.3, -0.1, 0.0], [0.4, 0.0, 0.0], [0.4, 0.0, 0.1], [-0.2, -0.1, 0.2], [0.4, -0.1, -0.6], [0.1, 0.0, 0.0], [0.0, -0.2, 0.0], [0.1, -0.1, 0.1], [0.4, 0.3, -0.4], [-0.4, -0.3, -0.2], [0.4, -0.4, 0.5], [-0.8, -0.5, 0.0], [0.0, -0.1, 0.1], [0.0, 0.4, 0.0], [-0.1, 0.3, -0.3], [0.0, 0.0, 0.1], [-0.2, -0.1, -0.2], [0.1, 0.1, 0.1], [0.0, -0.1, -0.1], [-0.1, -0.1, 0.2], [0.2, 0.0, 0.0], [-0.1, 0.0, 0.1], [-0.2, 0.2, -0.1], [0.1, 0.0, -0.1], [0.0, -0.1, 0.1], [0.1, 0.2, -0.4], [-0.1, -0.2, 0.2], [0.2, 0.2, 0.0], [0.1, -0.5, 0.2], [-1.0, 0.1, 0.6], [-0.1, 0.3, 0.0], [-1.3, -0.8, 1.6], [0.1, 0.0, -0.1], [0.1, 0.1, 0.0], [0.0, -0.1, 0.0], [-0.1, -0.3, -0.2], [-0.2, 0.1, -0.1], [-0.1, 0.0, 0.0], [0.1, 0.0, -0.1], [-0.1, 0.1, 0.0], [-0.1, 0.1, -0.1], [0.0, 0.0, 0.0], [-0.1, 0.0, 0.0], [0.0, 0.0, 0.0], [0.0, 0.1, 0.0], [0.0, 0.1, 0.0], [-0.3, 0.3, 0.0], [0.3, 0.2, -0.2], [0.0, 0.0, -0.1], [0.0, 0.1, -0.1], [0.0, 0.1, -0.1], [0.0, -0.1, 0.1], [-0.1, -0.1, 0.2], [0.0, -0.1, 0.0], [0.1, 0.0, 0.1], [0.2, 0.0, 0.1], [0.1, 0.0, 0.0], [-0.1, 0.1, 0.0], [0.0, -0.2, -0.1], [0.0, 0.2, 0.1], [0.1, 0.0, -0.1], [-0.1, 0.0, -0.1], [0.0, 0.1, 0.1], [0.1, 0.0, -0.1], [0.0, 0.0, 0.0], [-0.1, 0.0, 0.0], [-0.1, 0.0, 0.1], [0.0, 0.0, 0.1], [0.1, -0.1, 0.0], [0.0, -0.1, -0.1], [0.0, 0.0, 0.0], [-0.4, 0.2, 0.0], [0.1, 0.0, 0.1], [0.0, 0.0, 0.0], [0.0, 0.1, 0.0], [-0.1, 0.0, 0.0], [0.0, 0.0, 0.0], [-0.2, 0.1, 0.2], [0.0, 0.1, -0.1], [0.1, 0.0, 0.0], [-0.1, 0.0, 0.1], [0.0, 0.0, 0.0], [0.0, 0.0, 0.0], [0.0, 0.0, 0.0], [0.0, 0.0, 0.0], [-0.1, 0.1, -0.1], [-0.1, 0.1, 0.0], [0.0, 0.0, 0.0], [0.0, 0.0, 0.0], [0.0, 0.0, 0.0], [0.0, 0.0, 0.0], [0.0, 0.1, 0.0], [0.9, 0.2, -1.4], [0.5, -0.5, -0.3], [0.6, 0.1, -0.1], [-0.2, 0.2, 0.1], [0.4, 0.0, -0.3], [0.2, 0.3, -0.1], [0.4, 0.3, -0.5], [0.0, 0.0, 0.0], [0.1, 0.0, 0.0], [0.0, 0.0, 0.0], [0.0, 0.0, 0.0], [0.0, 0.0, 0.0], [0.0, 0.0, 0.0], [0.0, -0.1, 0.0], [0.1, -0.1, 0.0], [0.1, 0.1, 0.2], [0.0, -0.1, 0.0], [0.0, -0.1, -0.1], [0.0, 0.0, 0.0], [0.0, 0.0, 0.0], [0.0, 0.0, 0.0], [-0.1, 0.0, -0.1], [0.1, 0.0, 0.0], [-0.1, -0.1, 0.0], [0.0, 0.0, 0.0], [0.0, 0.0, 0.0], [0.0, 0.0, 0.0], [0.0, 0.0, 0.0], [-0.1, -0.1, 0.1], [0.0, 0.0, 0.0], [0.0, 0.0, 0.0], [0.0, 0.0, 0.0], [0.0, 0.0, 0.0], [0.0, 0.0, 0.0], [0.0, 0.0, 0.0], [0.0, 0.0, 0.1], [0.0, -0.1, 0.0], [-0.1, 0.1, 0.0], [0.0, 0.0, 0.0], [0.0, 0.0, 0.0], [0.0, 0.0, 0.0], [0.0, 0.0, 0.0]], "orbital_gap_ev": 8.04, "charge": 0, "energy_ev": -126264.51143, "multiplicity": 1, "smiles": "CCC[C@@H](C)[C@@]1(/C(I)=C(/C)I)C(=O)N[C@H](C)[C@@]1(CCCCCCCSc1nnco1)COC(C)=O.C[N+](=O)[O-].C[N+](=O)[O-].C[N+](=O)[O-].C[N+](=O)[O-].C[N+](=O)[O-].C[N+](=O)[O-].C[N+](=O)[O-].C[N+](=O)[O-].C[N+](=O)[O-]"}

---

[4]
{"formula": "C4H5B2F10N2O11S2V", "method": "ωB97M-V/def2-TZVPD", "elements": ["O", "V", "B", "F", "F", "F", "F", "B", "F", "F", "F", "F", "N", "S", "O", "O", "F", "S", "O", "O", "F", "O", "C", "O", "O", "H", "O", "C", "O", "O", "H", "C", "C", "N", "H", "H", "H"], "xyz": [[0.8731, -0.2763, 0.6713], [-0.4053, -0.7134, 1.4038], [0.8226, -2.9777, 1.8714], [-0.3396, -2.9618, 1.1840], [0.7849, -4.0996, 2.7012], [1.8426, -3.0955, 0.9111], [0.9646, -1.8091, 2.5600], [-0.7557, 1.4148, 3.1446], [-1.2754, 1.4318, 1.8269], [-0.1285, 0.1626, 3.4711], [0.1790, 2.4110, 3.2559], [-1.7473, 1.6756, 4.0405], [-0.2707, 1.0359, -3.8072], [0.1161, 2.0053, -2.7128], [0.3225, 3.4130, -3.0443], [0.8647, 1.4972, -1.5679], [-1.3482, 2.0550, -2.0580], [1.1754, 1.2219, -4.6910], [2.4051, 1.1920, -3.9474], [0.9980, 2.0453, -5.8414], [1.1392, -0.2548, -5.2003], [-4.0615, -2.5028, 2.9120], [-3.2124, -1.5019, 3.1981], [-2.1659, -1.3737, 2.5680], [-3.5489, -0.7295, 4.1269], [-4.5953, -2.3437, 3.6939], [-2.8003, -0.8968, -2.3692], [-2.5357, -1.1452, -1.0318], [-3.3254, -1.7441, -0.2641], [-1.3744, -0.9216, -0.5475], [-3.6019, -1.4163, -2.2738], [3.7025, 1.7210, -0.6269], [5.1122, 1.2594, -0.8305], [6.2003, 0.9202, -0.9983], [3.5984, 2.2879, 0.2982], [3.0921, 0.8268, -0.5004], [3.2990, 2.1871, -1.5258]], "forces_ev_per_angstrom": [[0.0, 0.4, 0.1], [-3.2, 0.3, -2.0], [2.1, -3.2, -0.6], [-2.3, 1.3, -1.1], [0.5, 0.0, 0.6], [0.5, -0.1, 0.4], [0.6, 0.5, 1.9], [-0.3, 0.9, 1.4], [0.5, -1.6, -0.6], [-0.1, 0.2, -1.0], [1.2, 0.7, -0.2], [-0.8, 0.0, 0.5], [3.2, -0.3, -3.5], [-2.0, 3.0, 7.6], [0.5, -1.2, -0.5], [-0.1, 0.6, -2.0], [-0.1, 0.2, -0.3], [-1.3, -2.3, 0.1], [-0.4, 1.0, -0.4], [0.4, 0.1, -0.1], [0.0, -0.8, -1.1], [-0.3, -1.0, -0.1], [0.6, 2.8, 1.5], [2.2, -0.4, -2.1], [-0.8, -0.8, 0.2], [-0.9, -0.4, 0.1], [0.1, -0.4, 1.8], [2.0, -1.6, 4.3], [-1.6, 0.7, -2.7], [1.1, 1.7, -0.8], [-1.1, -0.1, -1.2], [0.7, -1.2, -0.1], [-0.7, 0.6, 0.1], [-0.2, 0.1, 0.1], [0.1, 0.2, -0.3], [-0.1, -0.1, 0.0], [0.2, 0.3, 0.2]], "orbital_gap_ev": [7.30, 7.31], "charge": -3, "energy_ev": -105631.53679, "s2": 0.77, "multiplicity": 2, "relative_energy_kcal_mol": 48.3}

---

[5]
{"formula": "C5H14O", "method": "ωB97M-V/def2-TZVPD", "elements": ["C", "C", "C", "O", "H", "H", "H", "H", "H", "H", "H", "H", "C", "C", "H", "H", "H", "H", "H", "H"], "xyz": [[-0.2563, -1.1949, -0.3958], [-0.0140, -0.2104, -1.5189], [-1.3059, -2.2460, -0.7918], [0.9661, -1.8720, -0.0386], [-0.5814, -0.7213, 0.5340], [0.4175, -0.6950, -2.3975], [-2.0508, -2.4266, -0.0199], [-1.8462, -1.9989, -1.7006], [-0.8009, -3.1895, -0.9911], [1.6286, -1.7054, -0.7193], [0.6402, 0.5869, -1.1678], [-0.9418, 0.3238, -1.7025], [0.8727, 2.5655, 0.8355], [-0.2619, 2.5950, 1.8376], [1.4685, 3.4826, 0.7779], [1.6097, 1.7726, 0.9754], [0.5752, 2.4107, -0.1984], [0.1083, 2.9090, 2.8183], [-1.0266, 3.2874, 1.5084], [-0.6986, 1.6183, 2.0206]], "forces_ev_per_angstrom": [[0.2, -0.9, -0.1], [0.0, 0.7, 1.0], [0.0, -0.3, -0.1], [0.0, 0.2, 0.0], [0.0, 0.4, -0.2], [-0.3, 0.1, -0.1], [0.0, 0.0, 0.1], [-0.1, 0.3, -0.1], [0.1, -0.1, 0.1], [-0.2, 0.0, 0.1], [0.4, -0.2, -0.1], [-0.2, -0.2, -0.6], [0.9, -0.1, -0.8], [0.5, 0.1, 0.3], [-0.3, 0.1, 0.4], [-0.1, -0.1, 0.5], [-0.6, 0.0, 0.0], [-0.1, 0.2, -0.1], [-0.3, 0.1, 0.1], [-0.2, -0.2, -0.3]], "orbital_gap_ev": 11.20, "charge": 0, "energy_ev": -7459.08573, "multiplicity": 1, "smiles": "CC(C)O.CC", "relative_energy_kcal_mol": 16.1}